{
  "formula": "C19H37BBrFIN4O8PSSi2",
  "method": "ωB97M-V/def2-TZVPD",
  "homo_ev": -4.8,
  "lumo_ev": -3.51,
  "gap_ev": 1.30,
  "total_charge": 0,
  "relative_energy_kcal_mol": 270.3,
  "max_force_ev_per_a": 9.9,
  "elements": ["C", "C", "O", "C", "C", "C", "C", "C", "O", "N", "C", "O", "N", "C", "O", "F", "C", "Br", "N", "C", "S", "C", "O", "C", "B", "O", "O", "P", "O", "I", "H", "H", "H", "H", "H", "H", "H", "H", "H", "H", "H", "H", "H", "H", "H", "H", "H", "H", "H", "C", "Si", "C", "C", "N", "Si", "C", "C", "C", "H", "H", "H", "H", "H", "H", "H", "H", "H", "H", "H", "H", "H", "H", "H", "H", "H", "H"],
  "positions_angstrom": [[-4.82196, 0.59788, -4.93069], [-4.31034, -0.80980, -5.65741], [-3.42500, -1.54285, -4.71033], [-2.07889, -1.14843, -5.05889], [-0.82687, -1.52445, -4.14259], [-1.01292, -1.57724, -2.48388], [-1.76257, -0.10674, -2.19397], [-2.09117, 0.22646, -0.63143], [-3.33057, 0.59742, -0.20370], [-2.02076, -2.62999, -2.07654], [-2.21636, -3.83049, -2.95965], [-1.34475, -4.60270, -3.58717], [-3.67378, -4.34051, -3.06950], [-4.07400, -4.68289, -4.46848], [-3.61986, -5.66240, -5.25252], [-5.22133, -3.88870, -5.05183], [-1.95674, -3.16539, -0.67235], [-3.72703, -2.76430, 0.27092], [-1.89677, -4.70989, -0.59538], [-2.56810, -5.13382, 0.56009], [-2.57955, -5.68004, 2.20904], [-0.77363, -2.65940, 0.29896], [0.28907, -1.85513, -0.22290], [0.39452, -1.75349, -1.68399], [1.27014, -3.12261, -2.12536], [0.97661, -4.49126, -1.63233], [2.46093, -3.05899, -3.04519], [1.79297, -0.44662, -1.82400], [2.24773, -0.09654, -3.50756], [1.09231, 1.82758, -1.02628], [-5.55233, 1.14533, -5.67761], [-3.89634, 1.27445, -4.67827], [-5.36968, 0.35222, -3.92634], [-3.79669, -0.53506, -6.67188], [-5.27019, -1.46223, -5.89405], [-1.86813, -1.56063, -6.16105], [-2.10690, 0.03775, -5.20515], [-0.28358, -2.45777, -4.58733], [-0.07028, -0.61479, -4.31025], [-2.84722, -0.04638, -2.69031], [-1.15273, 0.74361, -2.76744], [-1.26372, 0.21470, 0.21514], [-2.96235, -2.12572, -2.10844], [-3.75944, -5.21527, -2.46872], [-1.29367, -2.03314, 1.17515], [-0.28088, -3.58721, 0.86879], [1.26593, -4.49899, -0.67332], [3.25398, -3.09769, -2.41659], [3.22154, 0.14654, -3.47155], [4.06683, 1.64457, 2.30320], [3.14058, 2.47066, 3.73244], [2.78361, 1.11181, 4.97731], [1.51738, 3.08578, 3.01873], [4.11320, 3.75966, 4.40135], [3.50869, 4.70236, 5.74299], [3.20401, 3.66931, 7.28129], [1.93992, 5.64592, 5.31957], [4.78395, 6.01037, 6.23884], [3.45443, 0.83415, 1.88353], [4.27879, 2.36298, 1.51268], [5.00917, 1.21080, 2.64824], [2.33621, 0.25076, 4.47521], [2.08147, 1.43783, 5.74588], [3.70736, 0.77876, 5.46239], [1.68563, 3.92395, 2.33495], [0.82375, 3.40350, 3.79874], [1.02577, 2.28573, 2.45797], [2.34119, 3.01128, 7.16604], [3.00197, 4.31960, 8.13507], [4.08239, 3.06031, 7.51916], [2.06433, 6.20977, 4.39343], [1.70096, 6.35169, 6.11981], [1.08164, 4.97832, 5.21541], [4.98699, 6.69455, 5.40963], [5.72231, 5.54409, 6.55369], [4.39882, 6.59712, 7.07655]],
  "forces_ev_per_a": [[0.3, -0.7, -0.3], [-2.0, 1.1, 0.3], [0.7, 0.7, -1.1], [0.4, 1.7, -2.1], [1.4, 0.2, 0.2], [0.9, 3.2, -1.3], [-1.2, 0.4, 0.1], [-5.0, 2.3, 2.6], [7.6, -2.5, -3.4], [-1.8, -1.0, -0.5], [2.4, -7.7, -5.3], [-4.5, 6.6, 4.5], [0.6, 0.5, -0.8], [0.9, -4.7, -5.5], [-3.2, 7.2, 6.0], [3.7, -2.2, 2.5], [0.0, -2.2, 3.5], [0.5, 0.8, -0.9], [-3.9, -0.2, 4.7], [4.7, 0.3, 0.2], [-0.4, 1.6, -6.0], [-0.1, 0.1, 2.4], [-1.1, 0.2, -1.4], [-0.7, -1.1, -1.6], [1.9, -2.5, -1.5], [1.0, 3.6, 0.9], [-1.7, 0.5, 3.6], [1.9, 1.1, -1.1], [-0.3, -0.3, 2.4], [-0.1, -0.8, -0.3], [1.5, -1.0, 1.6], [-1.9, -1.2, -0.6], [0.9, 0.4, -2.0], [-0.7, -0.8, 2.0], [2.3, 1.2, 0.7], [-0.1, 0.7, 2.4], [0.3, -2.4, 0.5], [-1.1, 1.5, 1.2], [-1.5, -2.1, 0.5], [2.3, -0.6, 0.9], [-1.1, -1.9, 1.8], [-1.4, -0.1, -2.0], [0.9, -0.7, -0.3], [0.4, 1.3, -1.1], [1.2, -1.2, -2.1], [-1.3, 1.7, -1.6], [-0.7, -0.3, -1.3], [-1.3, -0.2, -1.4], [-1.6, -0.5, 0.1], [-0.3, -0.3, 0.0], [2.3, 2.4, 1.1], [-0.3, -0.4, -0.1], [-0.5, -0.3, -0.3], [-1.9, -0.6, 0.5], [1.5, -1.2, -2.2], [-0.2, 0.1, 0.4], [-0.3, 0.2, 0.4], [-0.2, 0.0, 0.1], [0.1, 0.0, -0.1], [0.1, 0.1, -0.1], [0.0, 0.1, 0.0], [-0.1, -0.2, 0.0], [0.1, 0.0, 0.0], [-0.1, 0.1, 0.0], [0.0, 0.0, 0.1], [0.0, 0.1, 0.0], [-0.2, -0.1, -0.1], [0.0, 0.0, 0.0], [0.0, 0.0, 0.2], [-0.1, 0.0, -0.1], [0.0, -0.1, 0.0], [-0.1, 0.1, 0.0], [0.0, 0.0, -0.1], [0.0, -0.1, 0.0], [0.0, 0.0, -0.1], [0.1, 0.1, 0.1]]
}

***

{
  "formula": "C19H37BBrI3N6O7P",
  "method": "ωB97M-V/def2-TZVPD",
  "homo_ev": -11.4,
  "lumo_ev": -3.62,
  "gap_ev": 7.78,
  "total_charge": 1,
  "max_force_ev_per_a": 4.8,
  "elements": ["C", "C", "N", "N", "C", "N", "C", "C", "O", "Br", "C", "C", "C", "O", "N", "C", "C", "C", "C", "C", "B", "C", "O", "P", "O", "I", "O", "C", "O", "C", "I", "C", "C", "I", "H", "H", "H", "H", "H", "H", "H", "H", "H", "H", "H", "H", "H", "H", "H", "H", "H", "H", "H", "H", "H", "H", "H", "H", "H", "H", "H", "H", "H", "H", "H", "H", "H", "C", "O", "N", "N", "H", "H", "H", "H"],
  "positions_angstrom": [[0.49081, -3.42000, 2.66258], [0.24248, -2.72385, 1.31052], [0.30455, -1.26532, 1.48696], [-0.47579, -0.62182, 0.48585], [0.03148, -0.94157, -0.83103], [-0.78371, -1.57724, -1.60928], [-0.40652, -1.86648, -2.97626], [-0.06126, -3.35380, -3.15577], [0.17289, -4.01809, -2.26038], [-0.02167, -4.06678, -4.95662], [-2.13002, -2.03774, -1.24051], [-3.27269, -1.20282, -1.90145], [-4.40687, -1.01104, -0.87240], [-3.82698, -1.95078, -2.97435], [1.24577, -0.45738, -1.12884], [2.33900, -1.25572, -1.67816], [3.57163, -1.69961, -0.83127], [3.42550, -1.76418, 0.69187], [4.15686, -3.02689, -1.37598], [1.37304, 0.98846, -0.91071], [0.98286, 1.92084, -2.19498], [0.33506, 1.41663, -3.53795], [1.20421, 3.25262, -2.06788], [3.18417, 1.52826, -0.49390], [2.99887, 3.01127, 0.18361], [4.27749, 1.88373, -2.67277], [0.62122, 1.53641, 0.18147], [-0.50638, 0.83236, 0.55600], [-1.52738, 1.21080, -0.36375], [-0.97273, 1.36587, 1.93627], [-3.00727, 2.01689, 2.11238], [-0.18554, 1.46181, 2.99092], [1.26394, 1.08076, 3.00226], [-0.83144, 2.22545, 4.87488], [1.32048, -4.11852, 2.61682], [0.69647, -2.69894, 3.45703], [-0.42128, -3.93217, 2.95168], [0.95089, -3.06193, 0.55637], [-0.74140, -3.06233, 0.96501], [-0.13276, -1.11747, 2.39213], [0.43974, -1.30088, -3.35242], [-1.25381, -1.66719, -3.63068], [-2.22571, -3.04015, -1.65861], [-2.27506, -2.14233, -0.17725], [-2.91983, -0.23081, -2.25605], [-4.80855, -0.00455, -0.96332], [-5.16282, -1.76909, -1.04698], [-4.06424, -1.13715, 0.15675], [-3.48187, -1.63506, -3.81896], [2.76011, -0.73793, -2.54674], [1.93907, -2.17616, -2.10070], [4.34884, -0.96029, -1.02214], [3.03767, -2.70161, 1.07796], [2.89231, -0.88589, 1.04075], [4.43274, -1.67351, 1.10286], [3.40324, -3.63155, -1.88326], [4.69433, -3.56879, -0.60465], [4.89940, -2.76850, -2.13239], [-0.58339, 0.85978, -3.33575], [1.01469, 0.86200, -4.19013], [0.03744, 2.29226, -4.11574], [1.06719, 3.55730, -1.15555], [3.30962, 2.89968, 1.09500], [-2.23687, 0.56537, -0.21420], [1.90205, 1.89424, 3.34552], [1.39076, 0.29008, 3.74851], [1.64682, 0.68981, 2.06969], [-3.63254, 5.88061, 4.12713], [-4.61624, 5.40535, 4.66125], [-2.42880, 5.23056, 4.10743], [-3.64798, 7.09557, 3.50240], [-1.60283, 5.59532, 3.67167], [-2.38806, 4.33299, 4.56171], [-4.51717, 7.59749, 3.49939], [-2.84818, 7.50338, 3.05712]],
  "forces_ev_per_a": [[-0.1, 0.3, -0.2], [-0.2, -0.5, 0.3], [0.9, -1.0, 0.3], [-0.7, 0.6, -0.9], [0.0, 0.5, 1.7], [0.5, -0.4, -0.5], [-0.4, -0.6, -1.4], [-0.9, 2.4, -2.8], [1.0, -2.9, 3.7], [-0.1, 0.5, 0.1], [-0.4, -0.5, -0.7], [-0.3, -0.5, 0.7], [0.6, 0.2, 0.0], [0.3, 0.2, -0.4], [0.1, -0.4, 0.6], [0.8, -0.7, -1.2], [0.2, -0.1, 0.6], [0.5, 0.5, -0.3], [0.0, 0.9, -0.7], [0.4, 2.2, -1.3], [-0.3, -0.4, -0.4], [0.3, 0.4, -0.1], [-0.9, 0.1, 0.6], [0.9, -1.1, 1.0], [-0.4, -0.3, -0.5], [-0.4, 0.1, 0.2], [0.8, -1.2, 0.5], [-2.4, 1.5, 0.6], [0.8, -0.8, -0.6], [-0.8, -0.1, 0.1], [0.5, -0.4, -0.3], [0.6, 0.4, 0.5], [0.3, -0.3, 0.8], [0.6, -0.6, -0.4], [0.0, -0.1, 0.1], [0.2, 0.0, -0.1], [0.1, -0.3, 0.1], [0.2, 0.2, -0.1], [0.0, 0.3, -0.1], [-0.4, 0.6, -0.3], [-0.1, 0.3, 0.2], [0.0, 0.2, 0.0], [0.0, -0.1, 0.0], [0.4, 0.4, 0.1], [0.2, 0.0, 0.1], [-0.4, -0.1, 0.0], [-0.2, 0.1, -0.1], [0.0, 0.1, 0.0], [-0.2, -0.1, 0.1], [-0.2, 0.1, 0.0], [-0.4, 0.1, 0.3], [-0.1, 0.2, 0.1], [-0.4, 0.0, -0.1], [-0.3, -0.2, 0.3], [0.0, -0.1, 0.0], [0.0, -0.3, 0.3], [-0.2, -0.2, 0.1], [0.0, -0.2, -0.1], [0.1, -0.2, 0.0], [-0.1, -0.3, 0.1], [0.0, 0.0, 0.0], [0.6, 0.1, -0.2], [0.0, 0.3, -0.1], [-0.1, 0.4, 0.0], [-0.1, 0.2, 0.0], [0.1, 0.0, 0.0], [-0.2, 0.1, -0.1], [0.0, 0.1, 0.0], [0.0, -0.1, 0.0], [0.0, -0.1, 0.1], [-0.1, 0.1, -0.1], [0.0, 0.0, 0.0], [-0.1, 0.3, -0.2], [0.0, 0.0, 0.0], [0.0, 0.0, 0.0]]
}

***

- What is the formula in the second record?
  C19H37BBrI3N6O7P